Record 1
A molecular structure, C6H5N2O5PbS in a non-equilibrium geometry, computed with the ωB97M-V functional and the def2-TZVPD basis.

Last column: Mulliken charge in e.
Atoms and positions in Å:
O1 3.246413 -3.361019 1.101869  -0.17
C1 2.487097 -2.556072 0.837042  0.18
Pb1 0.293370 1.159108 -0.590168  0.65
C2 -1.644698 2.061400 -0.720559  0.25
O2 -2.700068 2.547068 -0.778665  -0.16
C3 1.991750 2.662425 -1.375775  0.22
O3 1.928191 3.778521 -1.744498  -0.30
C4 -0.004027 -0.692130 -2.474964  0.17
O4 -0.259168 -1.350653 -3.370019  -0.11
C5 0.570794 1.318945 2.055794  0.19
O5 0.562375 1.574761 3.183330  -0.13
H1 2.574835 1.534849 -1.072257  0.16
N1 -2.445061 -3.882030 1.985797  -0.37
C6 -2.788563 -2.660233 1.519668  0.37
N2 -4.100706 -2.432081 1.564456  -0.36
S1 -1.653585 -1.561187 0.937338  -0.35
H2 -3.115189 -4.527218 2.358714  0.18
H3 -1.468751 -4.152008 2.005124  0.20
H4 -4.451249 -1.553885 1.250423  0.19
H5 -4.755286 -3.083746 1.937521  0.18

Forces on atoms 1 to 2 (eV/Å):
-1.2622 1.2693 -0.4096
1.2627 -1.2270 0.3912

Summary:
E_HOMO (alpha / beta) = -0.4065 / -0.4064 Ha
Orbital gap (alpha / beta) = 6.007 / 6.006 eV
Molar mass = 424.4 g/mol
E_LUMO (alpha / beta) = -0.186 / -0.186 Eh
Maximum force = 8.7 eV/Å
ΔE to the lowest compared entry with this formula, charge and spin = 1.5733 eV
Electronic energy = -1307.95908 Ha
Net charge = +1

Record 2
C6H5N3S4 in the gas phase in a non-equilibrium geometry, computed with the ωB97M-V functional and the def2-TZVPD basis.

Last column: Mulliken charge in e.
Atoms and positions in Å:
C1 3.384744 1.338495 0.711086  -0.79
S1 3.241305 -0.496639 0.785326  -0.05
C2 1.483684 -0.519668 0.810640  0.28
N1 1.013892 -0.948701 -0.360104  -0.62
C3 -0.405600 -0.744966 -0.258102  0.07
C4 -1.279952 -0.857141 -1.268531  0.78
S2 -0.595319 -0.953823 -2.760939  -0.29
N2 -2.585725 -0.529644 -1.218812  -0.53
C5 -2.927407 -0.163383 -0.037116  0.33
S3 -4.614157 0.109239 0.358480  -0.24
N3 -2.146791 -0.100520 1.090950  -0.57
C6 -0.927843 -0.385962 0.954402  0.47
S4 0.356058 -0.024811 2.116908  -0.13
H1 3.303342 1.859648 1.690789  0.29
H2 4.433671 1.517830 0.491820  0.31
H3 2.641108 1.811060 -0.025391  0.26
H4 0.584178 -0.771548 -2.171112  0.27
H5 -4.959189 -0.139467 -0.910294  0.16

Forces on atoms 1 to 2 (eV/Å):
-0.4717 0.7685 0.2666
0.0457 1.1645 0.9750

Summary:
E_HOMO = -0.3158 Ha
Orbital gap = 8.316 eV
Molar mass = 247.4 g/mol
E_LUMO = -0.010 Eh
Maximum force = 4.3 eV/Å
Electronic energy = -1988.61758 Ha

Record 3
A gas-phase ion, C6H5N4 (charge +1) in a non-equilibrium geometry, computed with the ωB97M-V functional and the def2-TZVPD basis.

Last column: Mulliken charge in e.
Atoms and positions in Å:
C1 1.366225 -1.684360 -2.182744  -1.01
C2 0.763172 -0.900738 -1.167655  0.52
N1 -0.120199 -1.354790 -0.243771  -0.07
C3 -0.698012 -0.697694 0.554203  0.31
C4 -0.608309 0.731401 0.654080  0.32
C5 -1.154060 1.728070 1.599831  -0.20
C6 -1.148827 1.104106 2.918572  0.13
N2 -1.212418 0.358351 3.808271  -0.33
N3 0.250056 1.115390 -0.223938  0.05
N4 0.824728 0.394884 -1.029067  -0.32
H1 2.257437 -1.176252 -2.526574  0.36
H2 1.526338 -2.731135 -1.917812  0.35
H3 0.779414 -1.556236 -3.108673  0.31
H4 -0.486481 2.671211 1.442934  0.30
H5 -2.339062 1.997791 1.422344  0.28

Forces on atoms 1 to 2 (eV/Å):
0.8069 -0.3437 -1.8370
-0.9896 0.7395 0.8065

Summary:
E_HOMO (alpha / beta) = -0.5726 / -0.5725 Ha
Orbital gap (alpha / beta) = 8.592 / 8.585 eV
Molar mass = 133.1 g/mol
E_LUMO (alpha / beta) = -0.257 / -0.257 Eh
Maximum force = 3.8 eV/Å
ΔE to the lowest compared entry with this formula, charge and spin = 1.4260 eV
Electronic energy = -450.21780 Ha
Net charge = +1

Record 4
A molecular structure, C6H5N4 in a non-equilibrium geometry, computed with the ωB97M-V functional and the def2-TZVPD basis.

Last column: Mulliken charge in e.
Atoms and positions in Å:
C1 1.277501 1.199237 -0.462311  -0.09
C2 3.288287 0.293042 0.226565  0.04
C3 0.493377 0.175757 -0.097356  0.14
C4 1.683447 -1.419427 0.072028  0.57
C5 -0.460404 -1.904431 -0.242671  -0.08
C6 -1.866357 -0.094609 0.263449  -0.13
N1 2.559703 1.333313 -0.026390  -0.37
N2 2.841263 -1.002542 0.039736  -0.36
N3 0.745167 -2.348739 -0.053975  -0.37
N4 -0.650089 -0.487284 -0.039629  -0.05
H1 0.835697 1.967999 -1.175548  0.32
H2 4.353796 0.530416 0.465195  0.37
H3 -1.245587 -2.481591 -0.445367  0.45
H4 -2.790963 -0.654676 0.158882  0.24
H5 -2.148846 0.792520 0.695081  0.34

Forces on atoms 1 to 2 (eV/Å):
-2.4832 1.1853 -1.0149
-0.0597 1.6854 -0.4515

Summary:
E_HOMO (alpha / beta) = -0.4836 / -0.4834 Ha
Orbital gap (alpha / beta) = 6.734 / 6.136 eV
Molar mass = 133.1 g/mol
E_LUMO (alpha / beta) = -0.236 / -0.258 Eh
Maximum force = 6.1 eV/Å
ΔE to the lowest compared entry with this formula, charge and spin = 2.2576 eV
Electronic energy = -450.18724 Ha
Net charge = +1

Record 5
A molecular structure, C6H5NNdO5 in a non-equilibrium geometry, computed with the ωB97M-V functional and the def2-TZVPD basis.

Last column: Mulliken spin population.
Atoms and positions in Å:
Nd1 1.185011 0.029915 -1.244273  3.02
O1 4.320181 -1.352272 -2.660195  0.00
C1 3.343964 -0.850824 -2.303557  0.00
C2 -1.115951 -0.178069 -2.118196  -0.01
O2 -2.158241 -0.555903 -2.391091  0.00
C3 0.834212 2.259194 -0.238138  -0.01
O3 0.792472 3.142921 0.507453  0.00
C4 0.783181 1.744340 -3.030468  -0.01
O4 0.762022 2.457938 -3.920027  0.00
C5 -2.017311 -1.030031 1.628639  0.00
C6 -0.607211 -0.564793 1.597894  0.00
N1 0.154973 -0.506250 2.665177  0.00
O5 -0.076609 -0.237205 0.469592  -0.01
H1 -2.320646 -1.331717 2.649003  0.00
H2 -2.142052 -1.884491 0.943985  0.00
H3 -2.677747 -0.225586 1.270580  0.00
H4 1.108730 -0.140218 2.570817  0.00
H5 -0.168979 -0.776947 3.602804  0.00

Forces on atoms 1 to 2 (eV/Å):
0.0173 -1.2508 1.2424
-4.5093 2.3788 1.5690

Summary:
2S+1 = 4
E_HOMO (alpha / beta) = -0.8506 / -0.8513 Ha
Orbital gap (alpha / beta) = 9.003 / 9.269 eV
Molar mass = 315.3 g/mol
E_LUMO (alpha / beta) = -0.520 / -0.511 Eh
Maximum force = 7.1 eV/Å
ΔE to the lowest compared entry with this formula, charge and spin = 0.1517 eV
Electronic energy = -1222.87205 Ha
Net charge = +3

Record 6
C6H5NO in the gas phase in a non-equilibrium geometry, computed with the ωB97M-V functional and the def2-TZVPD basis.

Last column: Mulliken charge in e.
Atoms and positions in Å:
N1 3.612273 -0.925323 0.852096  -0.40
C1 2.728740 -0.356840 0.387548  0.18
C2 1.347012 0.650328 -0.164417  -0.75
C3 -0.008987 -0.074134 -0.004987  0.64
C4 -0.868988 -0.414587 -1.031574  -0.57
C5 -1.905759 -1.042069 -0.316350  -0.41
O1 -1.641950 -1.014397 1.004799  -0.33
C6 -0.493038 -0.414176 1.209571  -0.30
H1 1.515953 1.516530 0.345021  0.42
H2 1.687891 0.585271 -1.161402  0.28
H3 -0.657092 -0.343792 -2.087647  0.38
H4 -2.815847 -1.486572 -0.608355  0.45
H5 -0.165941 0.037221 2.099403  0.41

Forces on atoms 1 to 2 (eV/Å):
0.1316 -0.1197 -0.1449
-3.2520 2.1183 -0.3458

Summary:
E_HOMO = -0.3387 Ha
Orbital gap = 9.886 eV
Molar mass = 107.1 g/mol
E_LUMO = 0.025 Eh
Maximum force = 6.2 eV/Å
ΔE to the lowest compared entry with this formula, charge and spin = 1.4897 eV
Electronic energy = -361.52948 Ha

Record 7
2 unconnected molecules or ions with the total composition C6H5NO in a non-equilibrium geometry, computed with the ωB97M-V functional and the def2-TZVPD basis.

Last column: Mulliken charge in e.
Atoms and positions in Å:
C1 -0.619003 1.221598 -0.392428  0.06
C2 0.470607 0.790803 0.212143  -0.30
C3 0.114993 -0.688333 0.364047  0.86
C4 -1.165267 -0.939220 0.022144  -0.65
C5 1.175463 -1.548580 0.750262  -0.64
C6 2.445458 -2.136226 0.378622  -0.28
H1 -0.693082 3.114744 0.168251  0.36
H2 1.513811 1.173866 0.798100  0.24
H3 -1.756494 -1.864936 0.179340  0.38
H4 -2.440935 0.789259 -0.919144  0.32
H5 3.675295 -2.516689 0.276962  0.31
N1 -1.598639 0.257622 -0.561643  -0.06
O1 -1.122206 2.346092 -1.276657  -0.58

Forces on atoms 1 to 2 (eV/Å):
-3.4320 1.7458 -4.0779
3.5038 -1.9343 2.6935

Summary:
E_HOMO = -0.2943 Ha
Orbital gap = 6.102 eV
Molar mass = 107.1 g/mol
E_LUMO = -0.070 Eh
Maximum force = 12.7 eV/Å
ΔE to the lowest compared entry with this formula, charge and spin = 9.7570 eV
Electronic energy = -361.22566 Ha

Record 8
C6H5NO2 in the gas phase in a non-equilibrium geometry, computed with the ωB97M-V functional and the def2-TZVPD basis.

Last column: Mulliken charge in e.
Atoms and positions in Å:
O1 -2.851739 -0.436638 0.364588  -0.53
C1 -1.693325 -0.207154 0.092030  0.26
C2 -0.673661 -1.373364 -0.206656  -0.32
C3 0.644389 -1.367721 -0.252855  -0.15
C4 1.423032 -0.231535 0.032417  0.66
O2 2.814544 -0.434587 0.352643  -0.54
C5 1.142481 1.140023 -0.091536  -0.17
N1 -0.051930 1.737686 -0.177287  -0.48
C6 -1.244475 1.264449 -0.114204  -0.10
H1 -1.312218 -2.322738 -0.480715  0.24
H2 1.058528 -2.370263 -0.680094  0.27
H3 3.209620 0.540730 -0.056141  0.35
H4 2.147580 1.616151 0.259836  0.12
H5 -2.033075 1.993937 -0.294901  0.41

Forces on atoms 1 to 2 (eV/Å):
0.6562 -0.1037 -0.1574
1.2169 0.1645 -0.2677

Summary:
E_HOMO = -0.3255 Ha
Orbital gap = 8.173 eV
Molar mass = 123.1 g/mol
E_LUMO = -0.025 Eh
Maximum force = 5.0 eV/Å
ΔE to the lowest compared entry with this formula, charge and spin = 4.1920 eV
Electronic energy = -436.74190 Ha

Record 9
C6H5NS in the gas phase in a non-equilibrium geometry, computed with the ωB97M-V functional and the def2-TZVPD basis.

Last column: Mulliken charge in e.
Atoms and positions in Å:
N1 -2.958928 0.774443 0.612616  -0.42
C1 -1.836901 0.689955 0.333692  -0.06
C2 -0.477378 0.637261 -0.148603  0.42
C3 0.130454 1.406770 -1.107356  -0.37
C4 1.493004 0.909551 -1.454651  -0.59
C5 1.847112 -0.049451 -0.280942  -0.54
C6 0.480053 -0.408472 0.213141  0.23
S1 0.178365 -1.772921 1.003677  -0.29
H1 -0.374328 2.236873 -1.589802  0.45
H2 1.427796 0.315407 -2.384503  0.26
H3 2.212666 1.740779 -1.660182  0.33
H4 2.389673 0.516019 0.515241  0.25
H5 2.384773 -0.977123 -0.559571  0.32

Forces on atoms 1 to 2 (eV/Å):
1.3439 -0.1426 -0.1509
-0.7721 0.3579 -0.2789

Summary:
E_HOMO = -0.3256 Ha
Orbital gap = 7.972 eV
Molar mass = 123.2 g/mol
E_LUMO = -0.033 Eh
Maximum force = 1.7 eV/Å
ΔE to the lowest compared entry with this formula, charge and spin = 0.0000 eV
Electronic energy = -684.53136 Ha

Record 10
C6H5PS in the gas phase in a non-equilibrium geometry, computed with the ωB97M-V functional and the def2-TZVPD basis.

Last column: Mulliken charge in e.
Atoms and positions in Å:
C1 -0.347759 1.562343 -1.288899  -0.01
C2 0.297677 -1.704225 0.676701  -0.13
C3 0.889391 1.032870 -1.504644  -0.31
C4 1.323390 -1.279483 0.008038  -0.07
C5 -1.454390 1.095200 -0.520341  -0.23
C6 -0.455061 -0.831872 1.714305  -0.76
P1 2.173483 -0.076051 -0.746952  -0.13
S1 -1.922327 0.084279 0.672884  -0.02
H1 -0.721428 2.394823 -1.921918  0.26
H2 -0.364603 -2.448624 0.426036  0.34
H3 1.476253 1.575702 -2.205181  0.31
H4 -0.954293 -1.402108 2.498586  0.37
H5 0.059669 -0.002854 2.191384  0.38

Forces on atoms 1 to 2 (eV/Å):
-0.5700 -0.1847 0.0226
-0.7645 2.4794 1.6984

Summary:
E_HOMO (alpha / beta) = -0.2925 / -0.2926 Ha
Orbital gap (alpha / beta) = 6.702 / 6.705 eV
Molar mass = 140.1 g/mol
E_LUMO (alpha / beta) = -0.046 / -0.046 Eh
Maximum force = 3.1 eV/Å
ΔE to the lowest compared entry with this formula, charge and spin = 0.1758 eV
Electronic energy = -970.94874 Ha